Entry 1:
37
Properties=species:S:1:pos:R:3:mulliken_charge:R:1 method="wB97M-V/def2-TZVPD" orbital_gap_ev=9.24 e_homo_ev=-8.8
Ag 0.613 0.115 0.666 0.442
C 1.626 2.440 1.559 -0.216
C 2.734 1.762 1.053 -0.517
C 3.222 0.637 1.712 -0.056
C 2.604 0.191 2.875 -0.830
C 1.478 0.845 3.361 0.003
C 0.991 1.973 2.707 -0.504
H 1.286 3.348 1.082 0.282
H 3.244 2.143 0.179 0.337
H 4.110 0.139 1.348 0.367
H 3.013 -0.653 3.413 0.465
H 1.008 0.503 4.273 0.403
H 0.152 2.517 3.118 0.319
N -1.972 -1.222 -2.147 -0.156
C -1.722 0.194 -1.779 0.885
C -2.525 1.174 -2.586 -1.703
P 0.114 0.388 -1.961 0.774
O 0.141 0.413 -3.601 -0.593
O 0.626 1.664 -1.412 -0.666
O 0.727 -0.899 -1.512 -0.677
P -2.012 0.134 0.044 0.705
O -3.645 0.019 -0.020 -0.598
O -1.600 1.292 0.865 -0.632
O -1.470 -1.227 0.396 -0.748
H -1.436 -1.500 -2.976 0.369
H -2.973 -1.418 -2.231 0.354
H -1.599 -1.693 -1.258 0.216
H -2.283 1.086 -3.647 0.405
H -2.270 2.180 -2.256 0.417
H -3.595 1.020 -2.443 0.399
H 0.706 1.133 -3.872 0.342
H -3.982 0.432 0.772 0.341
Cl 0.011 -3.885 -0.539 -0.101
C 0.968 -3.959 0.926 -0.476
Cl 1.498 -2.341 1.451 0.009
H 1.856 -4.556 0.724 0.341
H 0.355 -4.390 1.716 0.296

Entry 2:
57
Properties=species:S:1:pos:R:3:mulliken_charge:R:1 method="wB97M-V/def2-TZVPD" charge=+1 orbital_gap_ev=1.14 e_homo_ev=-8.4
C 2.312 -2.815 -0.538 -0.284
C 0.766 -2.682 -0.708 -1.368
C 0.223 -1.267 -0.824 -0.741
Br 0.670 -0.200 0.764 -0.156
B 0.698 -0.395 -2.151 0.676
O 2.124 -0.095 -2.246 -0.086
C 2.664 -0.735 -3.404 -0.972
C 1.381 -1.376 -4.020 0.037
Br 1.416 -1.673 -5.873 0.044
O 0.266 -0.782 -3.492 -0.766
H 2.538 -3.392 0.347 0.446
H 2.834 -1.867 -0.445 0.188
H 2.682 -3.341 -1.399 -0.166
H 0.446 -3.195 -1.619 0.534
H 0.325 -3.140 0.176 0.691
H -0.851 -1.375 -0.832 0.488
H 0.163 0.637 -1.980 -0.371
H 3.149 0.063 -3.959 0.671
H 3.279 -1.570 -3.228 0.406
H 1.384 -2.388 -3.543 -0.149
Rb 4.448 -2.928 -2.667 0.895
C -1.413 -0.861 3.742 -1.000
C -0.023 -0.675 4.328 -0.016
O 0.088 0.396 5.266 -0.439
C -0.506 0.087 6.927 0.861
O -0.074 -0.976 7.339 -0.672
C -2.047 0.227 6.908 0.718
F -2.445 1.221 6.032 -0.310
F -2.464 0.575 8.103 -0.207
F -2.706 -0.887 6.538 -0.285
H -1.872 0.097 3.488 0.245
H -1.354 -1.477 2.840 0.262
H -2.071 -1.367 4.442 0.338
H 0.670 -0.432 3.499 -0.034
H 0.363 -1.587 4.785 0.292
H -0.123 1.041 7.367 -0.161
Cs -0.013 2.281 -1.221 1.026
Li 0.787 -4.868 -1.557 0.953
F -0.635 -0.289 -7.509 -0.370
P -0.770 1.377 -7.325 1.059
F -0.202 2.097 -5.913 -0.360
F -2.026 0.901 -6.355 -0.344
F 0.887 1.345 -7.619 -0.347
F -1.632 2.779 -7.501 -0.257
F -0.903 1.393 -8.961 -0.332
Na 3.870 0.769 -1.596 1.040
N -4.456 3.760 -7.471 1.020
O -4.662 4.687 -6.753 -0.486
O -4.428 4.045 -8.904 -0.318
O -4.295 2.618 -7.237 -0.400
Al 0.507 1.887 4.479 0.387
O 0.674 3.045 10.966 -0.660
Cl 0.835 1.836 10.208 1.688
O 0.547 2.139 8.798 -0.749
O -0.087 0.834 10.655 -0.646
O 2.188 1.361 10.302 -0.673
Br -3.124 5.138 -9.447 0.160

Entry 3:
34
Properties=species:S:1:pos:R:3:mulliken_charge:R:1 method="wB97M-V/def2-TZVPD" e_above_lowest_kj_mol=0.00 orbital_gap_ev=6.80 e_homo_ev=-7.2
Au -0.582 -0.429 -0.290 0.437
O -5.108 -5.460 -0.478 -0.540
C -4.315 -4.563 -0.472 0.523
S -2.554 -4.807 -0.463 -0.147
C -2.128 -3.109 -0.444 0.230
C -3.133 -2.215 -0.391 0.245
S -2.939 -0.469 -0.356 -0.520
S -4.765 -2.847 -0.366 -0.152
S -0.415 -2.717 -0.550 -0.446
C 2.872 -1.616 0.806 -1.073
P 1.712 -0.336 0.241 0.772
C 2.312 -0.355 -1.532 -1.381
C 2.241 1.386 0.631 -0.910
C 1.316 2.380 -0.078 -0.858
P -0.429 1.852 0.063 0.357
C -0.939 2.180 1.765 -1.176
C -1.363 3.003 -0.967 -1.126
H 2.663 -2.543 0.271 0.354
H 2.786 -1.788 1.872 0.331
H 3.881 -1.296 0.539 0.425
H 3.371 -0.088 -1.600 0.420
H 1.731 0.323 -2.159 0.418
H 2.180 -1.359 -1.940 0.426
H 3.272 1.525 0.302 0.494
H 2.198 1.515 1.709 0.365
H 1.539 2.419 -1.147 0.370
H 1.420 3.396 0.313 0.531
H -0.722 3.212 2.047 0.423
H -0.414 1.484 2.419 0.350
H -2.010 1.993 1.849 0.385
H -1.182 4.016 -0.606 0.416
H -2.428 2.778 -0.902 0.383
H -1.056 2.921 -2.008 0.351
F 0.989 -0.382 1.921 -0.676

Entry 4:
30
Properties=species:S:1:pos:R:3:mulliken_charge:R:1 method="wB97M-V/def2-TZVPD" charge=-1 e_above_lowest_kj_mol=327.09 orbital_gap_ev=7.88 e_homo_ev=-4.9
C 2.077 -0.144 0.512 -0.486
C 2.606 -1.549 -0.159 0.095
F 2.811 -1.486 -1.625 -0.384
B 1.637 -2.786 0.341 0.154
C 0.253 -2.975 -0.525 -0.515
C -1.109 -2.400 0.259 -0.120
O -1.919 -1.756 -0.786 -0.229
C -3.033 -0.972 -0.234 0.151
O -3.536 -1.094 1.013 -0.547
H 0.893 -0.007 0.459 -0.168
H 2.635 0.749 -0.008 0.301
H 2.437 -0.165 1.649 0.254
H 3.681 -1.753 0.320 0.031
H 1.450 -2.618 1.511 -0.221
H 2.268 -3.789 0.200 -0.243
H 0.093 -4.129 -0.721 0.095
H 0.390 -2.359 -1.537 0.150
H -0.785 -1.655 1.131 0.196
H -1.681 -3.297 0.793 0.205
H -3.561 -0.209 -0.986 0.309
N -0.690 3.214 0.959 0.006
C -1.113 2.333 -0.002 -0.512
C -1.062 2.974 -1.219 -0.407
C -0.585 4.285 -0.986 -0.436
C -0.360 4.406 0.367 -0.522
H -0.629 3.015 1.949 0.230
H -1.416 1.329 0.263 0.472
H -1.337 2.542 -2.173 0.385
H -0.421 5.059 -1.725 0.378
H 0.004 5.235 0.959 0.377

Entry 5:
30
Properties=species:S:1:pos:R:3:mulliken_charge:R:1 method="wB97M-V/def2-TZVPD" charge=+1 orbital_gap_ev=8.94 e_homo_ev=-13.5
C 2.947 1.104 0.848 -1.519
C 1.815 1.351 -0.134 0.871
O 2.358 2.141 -1.181 -0.565
C 1.201 0.078 -0.749 -1.135
C 0.839 -1.083 0.188 -0.017
S 1.030 -2.660 -0.785 -0.056
C -0.616 -2.939 -0.763 -0.108
N -1.333 -2.164 -0.009 -0.013
C -0.569 -1.232 0.852 -0.447
C -1.408 0.002 1.245 -0.659
Cl -0.527 0.760 2.597 -0.090
C -1.833 1.060 0.211 0.512
C -2.425 0.545 -1.096 -1.418
Cl -3.062 2.088 1.010 -0.118
H 3.261 2.053 1.283 0.408
H 2.661 0.452 1.674 0.339
H 3.803 0.676 0.320 0.362
H 1.039 1.944 0.358 -0.024
H 1.838 2.063 -1.984 0.331
H 0.330 0.338 -1.358 0.292
H 1.962 -0.291 -1.448 0.616
H 1.581 -1.174 0.981 0.558
H -1.063 -3.741 -1.342 0.410
H -2.336 -2.256 0.072 0.294
H -0.409 -1.762 1.795 0.455
H -2.326 -0.390 1.696 0.715
H -1.003 1.737 0.022 -0.088
H -3.388 0.057 -0.921 0.364
H -1.759 -0.144 -1.617 0.321
H -2.608 1.389 -1.761 0.407

Entry 6:
30
Properties=species:S:1:pos:R:3:mulliken_charge:R:1 method="wB97M-V/def2-TZVPD" charge=+1 e_above_lowest_kj_mol=0.00 orbital_gap_ev=8.21 e_homo_ev=-12.2
C 0.864 -1.067 -0.427 -0.440
C 3.092 -0.620 -0.972 -0.221
C -1.347 -0.210 0.518 0.448
C -0.151 -0.150 -0.368 -0.069
C 4.529 -0.749 1.141 -1.167
C -2.453 -1.226 -1.589 -1.588
C -3.389 2.037 0.213 -0.796
C 3.400 -0.032 0.399 0.744
C -2.368 -0.186 -0.536 0.289
N -1.345 0.765 1.560 -0.465
N 1.910 -1.034 -1.255 -0.389
N -3.156 0.857 -0.689 -0.095
F 3.624 1.353 0.476 -0.326
Cl -0.023 1.493 -1.042 -0.118
H 0.896 -1.823 0.390 0.376
H 3.794 -0.508 -1.872 0.380
H -1.271 -1.202 1.034 0.474
H 5.462 -0.095 0.973 0.317
H 4.557 -1.733 0.739 0.390
H 4.272 -0.932 2.219 0.308
H -1.635 -1.879 -1.586 0.360
H -2.595 -0.917 -2.578 0.478
H -3.249 -1.876 -1.303 0.427
H -3.429 1.710 1.256 0.286
H -2.595 2.718 -0.040 0.317
H -4.279 2.554 -0.127 0.344
H 2.457 -0.164 1.013 0.002
H -1.293 0.575 2.552 0.241
H -3.703 0.973 -1.471 0.253
H -0.578 1.368 1.371 0.241

Entry 7:
29
Properties=species:S:1:pos:R:3:mulliken_charge:R:1 method="wB97M-V/def2-TZVPD" e_above_lowest_kj_mol=102.71 orbital_gap_ev=9.66 e_homo_ev=-8.7
C 3.464 -0.698 -0.192 -0.779
C 3.109 0.244 -1.305 -0.713
C -1.485 -1.036 -0.304 -0.154
C 0.291 -0.967 0.885 -0.303
C 2.288 0.230 -0.051 0.950
C 2.371 1.384 0.923 -1.566
C -2.331 1.155 0.570 -1.480
C -3.837 -0.409 -0.696 -1.514
C -2.665 -0.308 0.287 0.542
N -0.857 -0.442 -1.380 -0.739
N 0.320 -0.117 -1.313 -0.116
N 0.977 -0.346 -0.159 0.697
F 0.642 -2.280 1.082 -0.384
H 3.272 -1.750 -0.335 0.258
H 4.339 -0.488 0.404 0.280
H 3.736 1.102 -1.488 0.266
H 2.658 -0.170 -2.192 0.253
H -1.613 -2.111 -0.401 0.544
H 0.205 -0.463 1.841 0.355
H 3.345 1.860 0.847 0.427
H 2.234 1.038 1.949 0.305
H 1.602 2.124 0.698 0.338
H -2.018 1.651 -0.349 0.336
H -1.526 1.231 1.299 0.305
H -3.203 1.672 0.967 0.455
H -3.569 0.054 -1.642 0.342
H -4.709 0.096 -0.288 0.422
H -4.098 -1.449 -0.879 0.390
H -2.942 -0.808 1.221 0.283

Entry 8:
30
Properties=species:S:1:pos:R:3:mulliken_charge:R:1 method="wB97M-V/def2-TZVPD" charge=+1 e_above_lowest_kj_mol=253.88 orbital_gap_ev="6.53 / 9.03" e_homo_ev="-11.2 / -12.5"
C 3.973 -2.733 -0.154 -0.172
C 0.580 -0.968 -0.234 -0.503
C 3.749 -1.484 0.041 -0.227
C -0.470 -1.728 -0.111 -0.127
C -1.605 -0.844 2.498 -1.330
C 1.264 2.448 -1.587 -1.209
C -1.924 -1.324 0.016 -0.632
C -2.190 -0.354 1.181 0.043
C 0.710 1.031 -1.623 0.155
N 0.669 0.465 -0.244 0.177
O -1.651 0.952 0.907 -0.682
O -0.624 0.978 -2.044 -0.475
I 4.327 0.383 0.507 0.226
I -0.046 -3.826 -0.105 0.115
H 4.953 -3.202 -0.085 0.289
H 3.167 -3.415 -0.401 0.078
H -2.026 -1.813 2.746 0.387
H -0.524 -0.937 2.434 0.287
H -1.847 -0.146 3.293 0.393
H 0.606 3.091 -1.007 0.334
H 1.330 2.846 -2.595 0.392
H 2.260 2.465 -1.155 0.341
H -2.537 -2.212 0.163 0.607
H -2.225 -0.852 -0.925 0.192
H -3.276 -0.253 1.292 0.451
H 1.344 0.370 -2.237 0.385
H 1.510 0.756 0.275 0.337
H -0.221 0.841 0.247 0.451
H -2.242 1.419 0.300 0.372
H -0.692 1.204 -2.977 0.345